No. 1
The following is a DFT calculation (the ωB97M-V functional and the def2-TZVPD basis) of an isolated molecule of C19H26N4O.

## Properties
**Total charge**: 0
**SMILES string**: CCN(CCNC(=O)Cn1cc2c(n1)CCCC2)c1ccccc1
**HOMO**: -7.52 eV
**Orbital gap**: 8.277 eV

CARTESIAN COORDINATES (ANGSTROEM)
1 C 2.12408 -0.82468 2.46774
2 C 1.50268 -0.35079 1.15170
3 N 1.26861 -1.43459 0.22334
4 C 2.34178 -1.73350 -0.69416
5 C 2.06822 -1.21341 -2.12442
6 N 1.53398 0.12695 -2.11007
7 C 2.30629 1.20696 -1.92990
8 O 3.51937 1.21140 -1.91391
9 C 1.48368 2.50695 -1.79837
10 N 0.38782 2.37405 -0.88127
11 C 0.18794 3.03838 0.27674
12 C -0.98331 2.55786 0.82100
13 C -1.42523 1.58210 -0.09034
14 N -0.58779 1.48741 -1.11161
15 C -2.67540 0.79277 0.07049
16 C -3.18807 0.93889 1.50533
17 C -3.15659 2.39922 1.95823
18 C -1.71465 2.89982 2.07333
19 C 0.14914 -2.22914 0.31193
20 C -0.82121 -2.02722 1.30387
21 C -1.96051 -2.80465 1.36336
22 C -2.17642 -3.82299 0.45194
23 C -1.21971 -4.05045 -0.52143
24 C -0.08212 -3.27197 -0.59656
25 H 3.08753 -1.29349 2.28130
26 H 2.27274 0.01942 3.13639
27 H 1.48024 -1.55189 2.95573
28 H 2.17845 0.36477 0.67635
29 H 0.56376 0.17406 1.34439
30 H 3.24548 -1.24426 -0.32634
31 H 2.53785 -2.80965 -0.73179
32 H 1.34723 -1.84648 -2.64232
33 H 3.00998 -1.20306 -2.67888
34 H 0.53396 0.24623 -1.93953
35 H 2.14420 3.30608 -1.45911
36 H 1.10104 2.75602 -2.79484
37 H 0.87081 3.78859 0.62094
38 H -3.42511 1.16745 -0.63328
39 H -2.49366 -0.25685 -0.17063
40 H -2.56398 0.34475 2.17575
41 H -4.20600 0.55072 1.56773
42 H -3.65836 2.50148 2.92230
43 H -3.69489 3.01163 1.23125
44 H -1.22583 2.41925 2.92800
45 H -1.69332 3.97809 2.24836
46 H -0.69220 -1.25990 2.04896
47 H -2.68751 -2.61273 2.14010
48 H -3.06741 -4.42958 0.50296
49 H -1.35956 -4.84547 -1.24024
50 H 0.63057 -3.49149 -1.37442



No. 2
The following is a DFT calculation (the ωB97M-V functional and the def2-TZVPD basis) of an isolated molecule of C19H26N4O2 in a non-equilibrium geometry.

## Properties
**Total charge**: 0
**SMILES string**: CCCN1CCC(NC(=O)CCc2nnc(-c3ccccc3)o2)CC1
**HOMO**: -8.38 eV
**Orbital gap**: 8.803 eV

CARTESIAN COORDINATES (ANGSTROEM)
1 C 3.21150 -5.67759 -4.45434
2 C 2.96509 -4.19430 -4.69322
3 C 2.61119 -3.47200 -3.38991
4 N 1.39362 -4.01631 -2.81293
5 C 0.17070 -3.45590 -3.34714
6 C -0.16347 -2.05986 -2.79581
7 C -0.21275 -2.10431 -1.26869
8 N -0.47606 -0.78948 -0.71888
9 C -1.51654 -0.51811 0.09536
10 O -2.34651 -1.33851 0.42013
11 C -1.53356 0.92256 0.59439
12 C -0.52697 1.08032 1.74679
13 C -0.44001 2.50095 2.15394
14 N 0.38494 3.39125 1.70590
15 N 0.08327 4.55422 2.30938
16 C -0.91867 4.32645 3.10512
17 C -1.58382 5.27969 3.96301
18 C -2.65180 4.88711 4.76761
19 C -3.27410 5.81466 5.58130
20 C -2.83874 7.13009 5.59720
21 C -1.77614 7.52196 4.79646
22 C -1.14630 6.60393 3.97979
23 O -1.30229 3.02580 3.05011
24 C 1.10160 -2.67361 -0.73157
25 C 1.35101 -4.04903 -1.36848
26 H 2.34033 -6.11839 -3.97790
27 H 3.40002 -6.19236 -5.39325
28 H 4.07099 -5.82130 -3.80334
29 H 3.85676 -3.72961 -5.11955
30 H 2.15181 -4.07399 -5.41052
31 H 2.54163 -2.39080 -3.58586
32 H 3.42612 -3.62744 -2.67896
33 H 0.24781 -3.41497 -4.43468
34 H -0.64422 -4.14038 -3.09082
35 H -1.12330 -1.72794 -3.19322
36 H 0.60017 -1.34407 -3.11161
37 H -1.04621 -2.73564 -0.94241
38 H 0.18126 -0.05875 -0.94380
39 H -2.53862 1.15153 0.95029
40 H -1.27497 1.60739 -0.21527
41 H -0.84819 0.47522 2.59586
42 H 0.46525 0.75985 1.42664
43 H -2.98542 3.86033 4.74979
44 H -4.10159 5.51125 6.20522
45 H -3.32859 7.85128 6.23444
46 H -1.43957 8.54773 4.81149
47 H -0.31818 6.88317 3.34828
48 H 1.05291 -2.76843 0.35403
49 H 1.92401 -1.99828 -0.98248
50 H 2.28703 -4.47255 -0.99823
51 H 0.53754 -4.72284 -1.07965



No. 3
The following is a DFT calculation (the ωB97M-V functional and the def2-TZVPD basis) of an isolated molecule of C19H26N4O3S in a non-equilibrium geometry.

## Properties
**Total charge**: 0
**SMILES string**: CNC(=O)[C@@H](CCSC)NC(=O)[C@@H](Cc1c[nH]c2ccccc12)NC(C)=O
**HOMO**: -8.39 eV
**Orbital gap**: 8.565 eV

CARTESIAN COORDINATES (ANGSTROEM)
1 C 2.65722 1.38984 2.87774
2 N 2.38150 2.85093 2.81799
3 C 1.43882 3.62448 2.28560
4 O 1.58311 4.85932 2.36256
5 C 0.22425 3.12369 1.39899
6 C 0.67364 3.52192 -0.08722
7 C -0.01905 2.80426 -1.21809
8 S 0.67411 3.35258 -2.87583
9 C 2.49145 3.05575 -2.91968
10 N -0.09644 1.67317 1.52156
11 C -1.32623 1.17513 1.66495
12 O -2.23500 1.89719 1.95745
13 C -1.55967 -0.35023 1.39719
14 C -2.46065 -0.47494 0.09113
15 C -2.71722 -1.81001 -0.63235
16 C -3.72579 -2.68949 -0.33431
17 N -3.55344 -3.80163 -1.20734
18 C -2.38491 -3.86804 -1.88271
19 C -1.74099 -4.82604 -2.69846
20 C -0.56222 -4.40092 -3.34207
21 C 0.03428 -3.11354 -3.26380
22 C -0.64724 -2.18321 -2.30019
23 C -1.89914 -2.48739 -1.69570
24 N -0.30790 -1.15800 1.21736
25 C 0.57316 -1.24309 2.18616
26 C 1.83039 -1.97639 1.78909
27 O 0.55594 -0.79908 3.36036
28 H 3.71610 1.22968 2.97534
29 H 2.30880 0.89458 1.95624
30 H 2.11574 0.81580 3.72746
31 H 3.06711 3.43705 3.25539
32 H -0.67292 3.76155 1.58965
33 H 0.64080 4.65371 -0.29375
34 H 1.69601 3.21369 -0.05883
35 H -1.11603 3.17881 -1.29358
36 H 0.05775 1.73001 -1.13230
37 H 3.00621 3.42038 -2.09819
38 H 2.58422 1.93751 -2.78077
39 H 3.01713 3.13707 -3.93066
40 H 0.54828 1.04596 1.17783
41 H -2.15930 -0.82751 2.19609
42 H -1.79950 0.11505 -0.59837
43 H -3.37844 0.05108 0.25146
44 H -4.56169 -2.47385 0.30924
45 H -4.19486 -4.60808 -1.14356
46 H -2.09499 -5.84170 -2.66107
47 H 0.03638 -5.05657 -3.95698
48 H 1.04007 -2.80215 -3.63410
49 H -0.18112 -1.36097 -1.97600
50 H 0.08059 -1.41530 0.27269
51 H 2.15209 -1.66013 0.85757
52 H 2.51356 -1.74203 2.60948
53 H 1.69603 -2.97992 1.90930